# 1
A 2-piece molecular cluster, CH8NO overall in a non-equilibrium geometry. Source: OMol25; level of theory: ωB97M-V/def2-TZVPD.

The calculation puts the strongest force on any atom at 0.03089 Eh/bohr. Its HOMO-LUMO gap is 12.01 eV. Its relative energy (zero: lowest compared OMol25 entry of this formula, charge and spin) is 0.862 eV. The charge is +1.

Geometry (Å):
O: 0.152 0.620 1.021
N: 1.118 -0.327 -1.245
C: -1.223 0.141 0.823
H: 0.292 0.552 1.968
H: 1.620 -1.205 -1.052
H: 1.595 0.371 -1.840
H: -1.688 0.888 0.189
H: -1.153 -0.930 0.621
H: 0.744 0.181 -0.379
H: -1.787 0.306 1.734
H: 0.330 -0.597 -1.839

Now the natural (NBO) charges, all in e: -0.77 -0.90 -0.30 0.52 0.46 0.45 0.22 0.19 0.48 0.22 0.44

=====

# 2
A 2-piece molecular cluster, CH8NO overall in a non-equilibrium geometry. Source: OMol25; level of theory: ωB97M-V/def2-TZVPD.

The calculation puts the strongest force on any atom at 0.02895 Eh/bohr. Its HOMO-LUMO gap is 11.63 eV. Its relative energy (zero: lowest compared OMol25 entry of this formula, charge and spin) is 0.797 eV. The charge is +1.

Geometry (Å):
O: -0.676 0.231 -0.705
N: 0.402 0.719 1.624
C: -0.083 -0.808 -1.552
H: -0.888 -1.249 -2.145
H: 0.546 -0.243 -2.240
H: 0.176 0.085 2.387
H: 1.334 1.091 1.822
H: -0.189 1.544 1.703
H: -1.552 -0.102 -0.484
H: 0.562 -1.543 -1.058
H: 0.367 0.276 0.647

Now the natural (NBO) charges, all in e: -0.76 -0.88 -0.28 0.21 0.21 0.45 0.44 0.45 0.49 0.18 0.49

=====

# 3
A 3-piece molecular cluster, CH8NO2 overall in a non-equilibrium geometry. Source: OMol25; level of theory: ωB97M-V/def2-TZVPD.

The calculation puts the strongest force on any atom at 0.02456 Eh/bohr. Its HOMO-LUMO gap is 11.06 eV. Its relative energy (zero: lowest compared OMol25 entry of this formula, charge and spin) is 0.544 eV. The charge is +1.

Geometry (Å):
O: 2.573 0.465 0.359
O: -2.644 0.261 0.765
N: -0.407 -0.898 -0.361
C: 0.390 -0.233 -1.099
H: -0.075 -1.652 0.232
H: 1.354 -0.679 -1.313
H: 3.390 0.620 -0.129
H: -1.311 -0.473 -0.059
H: -3.331 0.057 1.404
H: 0.149 0.796 -1.331
H: -2.894 1.044 0.265
H: 2.807 0.690 1.266

Now the natural (NBO) charges, all in e: -0.97 -0.97 -0.60 0.18 0.44 0.24 0.49 0.46 0.52 0.23 0.50 0.50

=====

# 4
A 3-piece molecular cluster, CH8NO3 overall in a non-equilibrium geometry. Source: OMol25; level of theory: ωB97M-V/def2-TZVPD.

The calculation puts the strongest force on any atom at 0.02217 Eh/bohr. Its HOMO-LUMO gap is 8.23 eV. Its relative energy (zero: lowest compared OMol25 entry of this formula, charge and spin) is 0.372 eV. The charge is -1.

Geometry (Å):
O: -0.814 -2.132 1.390
O: 0.519 -0.441 -2.878
O: 0.248 -0.355 -0.213
N: -0.234 1.389 1.334
C: 0.119 0.987 -0.056
H: -0.318 -0.012 -2.649
H: -0.706 1.405 -0.673
H: 0.569 1.689 1.867
H: -0.556 -1.381 0.772
H: 1.042 1.538 -0.323
H: 0.108 -2.374 1.618
H: 0.577 -0.865 -2.000
H: -0.554 0.553 1.810

Now the natural (NBO) charges, all in e: -1.02 -0.99 -0.98 -0.90 0.13 0.46 0.07 0.33 0.51 0.09 0.44 0.51 0.36

=====

# 5
A 2-piece molecular cluster, CH8NOSi overall in a non-equilibrium geometry. Source: OMol25; level of theory: ωB97M-V/def2-TZVPD.

The calculation puts the strongest force on any atom at 0.10250 Eh/bohr. Its HOMO-LUMO gap is 10.96 eV. Its relative energy (zero: lowest compared OMol25 entry of this formula, charge and spin) is 1.809 eV. The charge is +1.

Geometry (Å):
Si: -1.726 1.257 -0.197
O: -0.583 0.024 0.032
N: 1.157 -1.422 0.028
C: 0.728 0.019 0.097
H: 1.234 0.778 1.370
H: -1.718 2.019 -1.401
H: 2.106 -1.716 0.276
H: 1.069 0.500 -0.731
H: -1.289 2.204 0.929
H: -2.812 0.214 -0.196
H: 0.822 -2.061 0.755
H: 1.012 -1.816 -0.962

Now the natural (NBO) charges, all in e: 1.16 -0.85 -0.73 0.18 0.16 -0.18 0.45 0.18 -0.16 -0.14 0.46 0.46

=====

# 6
CH8NOSi as an isolated structure in a non-equilibrium geometry. Source: OMol25; level of theory: ωB97M-V/def2-TZVPD.

The calculation puts the strongest force on any atom at 0.06097 Eh/bohr. Its HOMO-LUMO gap is 11.99 eV. Its relative energy (zero: lowest compared OMol25 entry of this formula, charge and spin) is 0.704 eV. The charge is +1.

Geometry (Å):
Si: -2.111 0.306 -0.217
O: -0.691 -0.480 0.218
N: 1.674 0.465 0.176
C: 0.486 -1.033 0.097
H: -2.354 -0.313 -1.668
H: 0.994 -1.292 -0.820
H: 2.646 0.512 0.667
H: 0.898 -1.608 0.993
H: 1.918 0.742 -0.782
H: -1.501 1.590 -0.109
H: -2.899 0.006 0.957
H: 0.939 1.106 0.488

Now the natural (NBO) charges, all in e: 1.18 -0.82 -0.88 0.29 -0.12 0.20 0.45 0.21 0.41 -0.20 -0.14 0.42

=====

# 7
An isolated ion of composition CH8NP4 and charge +1 in a non-equilibrium geometry. Source: OMol25; level of theory: ωB97M-V/def2-TZVPD.

The calculation puts the strongest force on any atom at 0.09857 Eh/bohr. Its HOMO-LUMO gap is 8.24 eV. Its relative energy (zero: lowest compared OMol25 entry of this formula, charge and spin) is 0.000 eV. The charge is +1. As for the SMILES: C[PH2]=P(P)=[N+]=P.

Geometry (Å):
P: -2.826 -1.386 0.163
P: 0.793 0.836 -1.097
P: 1.007 -2.198 0.374
P: -0.211 -1.162 -1.099
N: -1.545 -0.560 -0.222
C: 1.052 1.708 0.636
H: 1.976 0.921 -1.748
H: -0.008 -2.007 1.361
H: -0.160 1.542 -1.770
H: 0.066 1.565 1.154
H: 1.836 1.384 1.223
H: 0.322 -3.256 -0.124
H: 1.188 2.848 0.350
H: -3.491 -0.235 0.798

Now the natural (NBO) charges, all in e: 0.95 0.61 0.08 0.60 -1.26 -0.84 0.05 0.01 0.05 0.27 0.25 0.01 0.27 -0.06

=====

# 8
A 2-piece molecular cluster, CH8NS overall in a non-equilibrium geometry. Source: OMol25; level of theory: ωB97M-V/def2-TZVPD.

The calculation puts the strongest force on any atom at 0.02104 Eh/bohr. Its HOMO-LUMO gap is 8.96 eV. Its relative energy (zero: lowest compared OMol25 entry of this formula, charge and spin) is 0.327 eV. The charge is +1.

Geometry (Å):
S: 1.149 -0.385 -0.615
N: -1.989 -1.091 0.570
C: 1.672 1.272 -0.096
H: -1.497 -1.932 0.243
H: -1.755 -0.966 1.563
H: 2.485 1.556 -0.758
H: -1.591 -0.367 -0.052
H: 1.550 -0.384 -1.879
H: 2.035 1.244 0.923
H: -2.995 -1.005 0.364
H: 0.936 2.058 -0.264

Now the natural (NBO) charges, all in e: -0.12 -0.88 -0.73 0.47 0.46 0.25 0.47 0.16 0.24 0.46 0.22